(1)
This record from the Open Molecules 2025 dataset describes 2 unconnected molecules or ions with the total composition C6H14N2O2 at a distorted geometry. The level of theory is the ωB97M-V functional and the def2-TZVPD basis.

Structure (XYZ):
```
24
Properties=species:S:1:pos:R:3:forces:R:3:nbo_charge:R:1
C 2.69420 -2.08605 -0.69489 -1.055 -1.706 3.524 -0.44
N 2.89836 -1.25575 -1.81646 3.485 -1.889 -4.170 -0.63
C 3.18917 0.06209 -1.65432 0.257 -0.075 2.025 0.66
C 3.83516 0.80616 -2.84877 1.151 0.330 2.356 -0.72
O 3.00534 0.51359 -0.50557 0.235 0.631 -2.413 -0.64
H 3.02602 -1.62121 0.39061 -0.741 -0.806 -3.040 0.24
H 1.48599 -2.22445 -0.61676 3.070 -0.531 0.139 0.21
H 3.39527 -3.04315 -0.83826 -2.291 1.684 0.440 0.21
H 3.54626 -1.82014 -2.59015 -2.531 2.447 2.403 0.38
H 4.12635 0.09045 -3.71065 -0.314 1.500 1.534 0.23
H 4.76318 1.32153 -2.17419 -2.273 -1.174 -2.674 0.26
H 3.08092 1.57772 -3.13358 0.984 -0.410 -0.116 0.25
C -5.14035 0.96797 1.59409 -1.345 0.066 2.551 -0.45
N -3.71494 1.21347 1.73946 -0.475 3.155 -1.802 -0.61
C -2.91987 0.18661 1.83299 3.090 -3.873 0.841 0.65
C -1.42221 0.40834 1.74576 2.053 -2.282 -1.888 -0.71
O -3.26071 -0.99517 2.01505 -0.634 1.324 -0.209 -0.66
H -5.26825 -0.20406 1.49678 0.060 2.628 -0.174 0.27
H -5.56995 1.26778 2.73433 0.381 -0.740 -3.384 0.20
H -5.55315 1.64918 0.75654 0.345 -1.442 1.518 0.21
H -3.29400 2.11587 1.35658 -0.976 -1.901 0.944 0.40
H -1.08214 1.43055 1.77820 0.156 0.339 0.088 0.21
H -1.02619 -0.08604 0.72143 -1.201 1.436 1.857 0.24
H -0.79448 -0.27528 2.42180 -1.431 1.287 -0.350 0.25
```
Forces are in eV/Å.

Properties
Strongest force on any atom, eV/A: 5.8
HOMO, eV: -9.3770
ΔE to the lowest compared entry with this formula, charge and spin, eV: 3.909
HOMO-LUMO gap, eV: 10.00

***

(2)
This record from the Open Molecules 2025 dataset describes 2 unconnected molecules or ions with the total composition C6H14N2O2 at a distorted geometry. The level of theory is the ωB97M-V functional and the def2-TZVPD basis.

Structure (XYZ):
```
24
Properties=species:S:1:pos:R:3:forces:R:3:nbo_charge:R:1
C -0.46698 1.49135 3.04746 2.177 -2.393 2.196 -0.43
N -1.00956 0.94995 1.79022 -1.662 0.797 -0.943 -0.68
C -2.13832 1.66703 1.17913 1.122 0.429 0.317 0.69
C -2.69588 0.97149 -0.09454 0.885 1.007 -1.700 -0.74
O -2.63109 2.74499 1.59253 1.733 -3.282 -0.766 -0.62
H -0.93300 2.34534 3.47374 -0.546 1.380 -1.063 0.24
H -0.73440 0.84345 3.97855 0.715 0.104 -1.722 0.19
H 0.72715 1.64471 3.12213 -2.786 -0.390 -0.675 0.20
H -0.73657 -0.03661 1.41029 -0.711 2.751 1.039 0.44
H -3.66180 0.66430 0.19684 -1.050 -1.303 0.524 0.24
H -2.08157 0.15681 -0.66358 -1.027 1.436 1.552 0.24
H -3.06769 1.73586 -0.86932 1.271 -0.627 1.117 0.24
C 2.63418 -3.21889 -1.40775 1.145 -0.748 0.461 -0.47
N 2.29018 -1.90508 -2.07683 4.981 -4.132 -2.444 -0.57
C 1.49370 -1.14060 -1.46554 -5.201 0.586 2.863 0.63
C 1.51853 0.23107 -1.95088 -0.502 3.645 2.333 -0.72
O 0.62406 -1.55608 -0.62678 1.869 1.276 -1.240 -0.70
H 1.80821 -3.20048 -0.60183 1.651 -0.705 -1.092 0.28
H 2.68610 -4.23336 -2.01891 -0.773 2.519 0.715 0.22
H 3.73707 -3.17698 -0.97148 -2.385 0.265 -0.597 0.20
H 2.91623 -1.41415 -2.75848 -0.621 -1.299 1.084 0.40
H 2.55956 0.64458 -2.27463 -2.138 -0.759 0.273 0.22
H 1.15140 0.79905 -0.97739 1.034 -0.577 -1.990 0.26
H 0.64985 0.39348 -2.61290 0.820 0.021 -0.242 0.26
```
Forces are in eV/Å.

Properties
Strongest force on any atom, eV/A: 6.9
HOMO, eV: -9.2343
ΔE to the lowest compared entry with this formula, charge and spin, eV: 3.343
HOMO-LUMO gap, eV: 9.81

***

(3)
This record from the Open Molecules 2025 dataset describes 2 unconnected molecules or ions with the total composition C6H14N2O2 at a distorted geometry. The level of theory is the ωB97M-V functional and the def2-TZVPD basis.

Structure (XYZ):
```
24
Properties=species:S:1:pos:R:3:forces:R:3:nbo_charge:R:1
C -1.18062 -0.21078 3.09233 -0.038 -0.192 0.471 -0.43
N -0.25617 0.80509 2.61553 0.453 -0.168 -0.948 -0.61
C -0.36214 1.32561 1.35555 -1.406 0.886 -0.172 0.69
C 0.48515 2.53579 0.95076 0.779 -1.435 -0.723 -0.71
O -1.27997 0.98098 0.61226 0.426 -0.059 0.201 -0.66
H -1.85982 -0.63672 2.35979 0.244 0.460 -0.489 0.24
H -0.60484 -1.05619 3.46983 -0.115 0.110 0.349 0.20
H -1.79833 0.25472 3.86411 0.064 -0.383 0.171 0.20
H 0.66037 0.77453 3.03338 -0.063 0.378 0.043 0.40
H 0.47678 2.56834 -0.13524 -0.478 0.089 -0.090 0.24
H 0.10999 3.48562 1.31616 0.126 -0.129 0.442 0.25
H 1.54504 2.33120 1.11957 0.016 0.488 0.757 0.22
C -1.13693 -2.15761 -1.77454 -0.940 -1.548 0.381 -0.42
N -0.33863 -1.03324 -1.38857 -0.010 0.476 -0.378 -0.64
C 0.95400 -0.92015 -1.78293 0.255 -0.491 -0.265 0.67
C 1.58439 0.46558 -1.84889 -0.504 -0.604 -0.874 -0.72
O 1.55638 -1.88435 -2.23661 -0.072 0.084 0.136 -0.64
H -1.02862 -2.62988 -2.75526 0.687 1.020 -0.362 0.22
H -0.97121 -3.04786 -1.15801 -0.065 0.242 0.491 0.19
H -2.19488 -1.88684 -1.71549 0.163 0.034 0.233 0.20
H -0.81493 -0.30451 -0.86459 0.323 0.053 -0.278 0.43
H 2.09278 0.39829 -2.81260 0.151 0.227 0.069 0.25
H 0.77824 1.18720 -1.98318 0.328 0.375 0.538 0.22
H 2.35465 0.68083 -1.11415 -0.324 0.087 0.297 0.23
```
Forces are in eV/Å.

Properties
Strongest force on any atom, eV/A: 1.9
HOMO, eV: -9.1433
ΔE to the lowest compared entry with this formula, charge and spin, eV: 1.064
HOMO-LUMO gap, eV: 9.78

***

(4)
This record from the Open Molecules 2025 dataset describes 2 unconnected molecules or ions with the total composition C6H14N2O2 at a distorted geometry. The level of theory is the ωB97M-V functional and the def2-TZVPD basis.

Structure (XYZ):
```
24
Properties=species:S:1:pos:R:3:forces:R:3:nbo_charge:R:1
C -2.09338 -1.10808 2.76501 1.694 -0.926 -0.069 -0.42
N -0.96231 -1.18338 1.80319 -0.983 0.568 0.267 -0.62
C -0.28701 -2.35403 1.59834 -1.488 -0.201 0.444 0.66
C 0.76285 -2.44364 0.54180 0.869 -0.338 -1.092 -0.72
O -0.62028 -3.31704 2.28011 0.676 0.025 -0.118 -0.63
H -1.64958 -1.10336 3.76628 -0.352 0.752 0.039 0.20
H -2.63850 -0.22587 2.44079 -0.322 -0.096 0.689 0.20
H -2.66064 -2.03210 2.79467 -0.418 0.004 -0.579 0.22
H -1.09675 -0.42199 1.15974 1.106 -0.360 -0.755 0.40
H 1.62823 -1.79177 0.68678 -0.271 0.156 0.185 0.23
H 1.14979 -3.45990 0.46204 -0.095 -0.050 0.591 0.24
H 0.40985 -2.28501 -0.48323 -0.405 0.526 0.292 0.24
C 0.46460 2.86904 -0.10959 -0.267 -0.207 -0.559 -0.43
N 1.13759 2.16822 -1.21930 -0.597 0.432 0.499 -0.63
C 0.40234 1.20448 -1.90582 0.485 1.312 0.053 0.68
C 0.96368 0.80027 -3.25181 -0.853 -0.665 0.292 -0.72
O -0.64287 0.79455 -1.45223 -0.180 -0.601 0.062 -0.62
H 0.91825 2.70875 0.84683 0.411 -0.531 0.530 0.20
H 0.44788 3.95745 -0.21353 -0.052 -0.142 -0.521 0.19
H -0.54288 2.46015 -0.11005 -0.103 0.315 0.313 0.23
H 1.80492 2.75612 -1.68930 0.142 -0.509 -0.438 0.39
H 0.87238 1.64794 -3.93802 0.824 -0.048 0.137 0.24
H 1.93049 0.31446 -3.09437 0.176 0.626 -0.482 0.24
H 0.30136 0.04477 -3.67833 0.002 -0.040 0.219 0.24
```
Forces are in eV/Å.

Properties
Strongest force on any atom, eV/A: 1.9
HOMO, eV: -9.2471
ΔE to the lowest compared entry with this formula, charge and spin, eV: 1.123
HOMO-LUMO gap, eV: 9.89

***

(5)
This record from the Open Molecules 2025 dataset describes a single C6H14N2O2 molecule at a distorted geometry. The level of theory is the ωB97M-V functional and the def2-TZVPD basis.

Structure (XYZ):
```
24
Properties=species:S:1:pos:R:3:forces:R:3:nbo_charge:R:1
C -1.11122 1.06650 -1.83359 -0.416 0.229 0.074 -0.64
C -0.61520 -0.28558 -1.35127 2.222 0.202 -0.308 -0.24
N 0.79026 -0.18560 -0.58015 -2.045 -2.236 -1.973 -0.47
C 1.44796 -1.49074 -0.61794 0.469 -0.168 -0.148 -0.41
C 0.75593 0.39604 0.73205 -1.403 1.342 -0.135 0.41
N 1.25927 1.73784 0.61057 -0.571 1.005 -0.268 -0.87
O 1.57033 -0.22722 1.68350 -0.235 -0.426 0.072 -0.72
C -0.76747 0.40013 1.20018 0.438 1.984 1.936 0.59
C -1.27755 -0.89021 1.79069 -0.276 -0.125 -0.790 -0.73
O -1.39740 1.45781 1.30401 1.018 -2.009 -0.672 -0.56
H -0.28774 1.74365 -2.07301 -0.041 -0.146 0.062 0.22
H -1.77028 1.54000 -1.10319 0.216 0.113 -0.038 0.22
H -1.70662 0.93996 -2.74502 0.107 -0.064 0.102 0.22
H -1.43170 -0.87692 -0.92638 0.258 0.100 0.831 0.19
H -0.37027 -0.87296 -2.24394 0.345 0.148 0.217 0.21
H 2.50629 -1.38336 -0.35157 -0.315 -0.028 0.091 0.21
H 0.99362 -2.21942 0.06052 0.065 -0.135 -0.013 0.17
H 1.43601 -1.90339 -1.63180 -0.188 0.210 0.117 0.20
H 0.45704 2.36462 0.52924 0.146 0.088 0.294 0.39
H 1.70363 1.76217 -0.30498 0.122 0.118 0.243 0.38
H 2.03520 0.53812 2.06220 -0.030 -0.347 -0.024 0.50
H -2.34800 -0.96229 1.58225 0.054 0.060 0.306 0.23
H -1.07934 -0.89175 2.86387 -0.070 0.066 -0.087 0.26
H -0.79276 -1.75738 1.34378 0.130 0.022 0.111 0.22
```
Forces are in eV/Å.

Properties
Strongest force on any atom, eV/A: 3.6
HOMO, eV: -8.6605
ΔE to the lowest compared entry with this formula, charge and spin, eV: 2.347
HOMO-LUMO gap, eV: 9.57

***

Q: ΔE to the lowest compared entry with this formula, charge and spin of number 1 (C6H14N2O2)?
A: 3.909 eV